Entry 1:
C51H57AsN2O2ReSTe as an isolated structure, computed with wB97M-V/def2-TZVPD.

Properties
2S+1: 4
HOMO (spin up / spin down): -6.52 / -6.43 eV
orbital gap (spin up / spin down): 6.199 / 6.190 eV
net charge: 0
energy above the lowest of the compared OMol25 structures with the same formula, charge and spin: 25.0 kcal per mole

Positions of all 116 atoms, in Å:
Re: -0.41981 -0.37452 0.64135
C: -1.61335 0.39727 3.39506
C: -1.78886 1.72955 3.55625
C: -2.51489 2.24979 2.40752
C: -2.76971 1.23439 1.55207
C: -2.15355 -0.02365 2.07307
C: -3.12556 -1.21261 2.14392
C: -3.56413 1.36943 0.28947
C: -2.98034 3.66310 2.21736
C: -1.33897 2.55847 4.71941
C: -1.10817 -0.56612 4.42137
H: -3.57832 -1.25657 3.13825
H: -2.65214 -2.17570 1.95171
H: -3.93747 -1.08933 1.42776
H: -4.50032 1.90370 0.47483
H: -3.81416 0.40064 -0.14032
H: -3.01730 1.93949 -0.47070
H: -4.07329 3.71524 2.23005
H: -2.65333 4.06255 1.25298
H: -2.60723 4.32802 2.99684
H: -2.18856 2.95245 5.28412
H: -0.74267 3.41337 4.38410
H: -0.72167 1.97247 5.39964
H: -1.84441 -0.69395 5.22087
H: -0.17978 -0.22173 4.88063
H: -0.92967 -1.54591 3.98298
O: -0.17676 1.72799 0.37658
As: 0.29884 2.72897 -0.88904
C: 0.32657 4.44537 -0.02412
C: 0.37949 4.47541 1.36436
C: 0.56633 5.68718 2.01576
C: 0.69681 6.85694 1.28262
C: 0.63621 6.82469 -0.10535
C: 0.46239 5.61789 -0.76246
C: 2.09486 2.61689 -1.56802
C: 3.12672 2.66592 -0.63990
C: 4.43718 2.51998 -1.06612
C: 4.71223 2.33821 -2.41345
C: 3.68014 2.33978 -3.34247
C: 2.36719 2.48016 -2.92353
C: -0.97609 2.78679 -2.32435
C: -0.95116 1.85518 -3.35798
C: -1.87909 1.94644 -4.38420
C: -2.82671 2.96049 -4.37858
C: -2.86558 3.87432 -3.33431
C: -1.94358 3.78845 -2.30326
H: 0.26264 3.55238 1.92140
H: 0.61207 5.71178 3.09693
H: 0.85782 7.79826 1.79206
H: 0.73232 7.73924 -0.67577
H: 0.43245 5.58611 -1.84597
H: 2.90968 2.80444 0.41229
H: 5.23996 2.54115 -0.34131
H: 5.73266 2.19331 -2.74310
H: 3.89529 2.22102 -4.39622
H: 1.56727 2.47764 -3.65136
H: -0.22928 1.04669 -3.34727
H: -1.86394 1.21397 -5.18029
H: -3.53987 3.03696 -5.18900
H: -3.61373 4.65576 -3.32161
H: -1.97885 4.49418 -1.48294
C: -2.11777 -0.74583 -2.31894
C: -2.70704 -2.15545 -2.31494
C: -4.04473 -2.19969 -1.56929
C: -1.79483 -3.25911 -1.80423
C: -1.72907 -4.41246 -2.57813
C: -0.97552 -5.50934 -2.20570
C: -0.28935 -5.45786 -1.00635
C: -0.32780 -4.33622 -0.18543
C: 0.42364 -4.42077 1.12897
C: 1.70151 -3.57594 1.13348
C: -0.47264 -4.12264 2.33204
C: -1.06322 -3.21256 -0.60605
O: -1.09748 -2.08171 0.14008
H: -2.76527 -0.07489 -2.89002
H: -1.12373 -0.75082 -2.76640
H: -2.04212 -0.33673 -1.31250
H: -2.89965 -2.40218 -3.36262
H: -3.88435 -2.04531 -0.50211
H: -4.53303 -3.16690 -1.69892
H: -4.71681 -1.42177 -1.94011
H: -2.28126 -4.43361 -3.51137
H: -0.93736 -6.39309 -2.82944
H: 0.29071 -6.31332 -0.67946
H: 0.73144 -5.46558 1.22141
H: 1.47937 -2.51006 1.06873
H: 2.33714 -3.82950 0.28333
H: 2.26650 -3.73784 2.05401
H: -0.67830 -3.05645 2.41281
H: 0.01892 -4.45078 3.24975
H: -1.42528 -4.64904 2.24907
C: 4.24008 -3.34885 -3.66819
C: 2.80975 -2.91154 -3.55279
C: 1.79828 -3.49185 -4.31210
C: 0.51888 -3.01861 -4.10760
N: 0.23894 -2.05608 -3.23382
C: 1.26816 -1.57082 -2.54093
S: 0.99058 -0.28043 -1.37907
N: 2.54180 -1.95566 -2.66762
H: 4.52526 -3.50492 -4.70850
H: 4.37898 -4.29308 -3.13740
H: 4.88494 -2.60116 -3.21326
H: 2.00674 -4.27693 -5.02576
H: -0.32740 -3.41222 -4.66112
Te: 1.65930 0.48485 2.12061
C: 2.75030 -0.88724 3.32253
C: 2.29981 -2.09682 3.83423
C: 3.11790 -2.86369 4.65357
C: 4.39149 -2.42613 4.98316
C: 4.84530 -1.21299 4.48330
C: 4.03487 -0.45495 3.65191
H: 1.30840 -2.44062 3.59998
H: 2.74765 -3.80281 5.04711
H: 5.02780 -3.02303 5.62359
H: 5.83256 -0.85125 4.74215
H: 4.40214 0.48449 3.25373



Entry 2:
One molecule with the formula C17H26N2O3S, computed with wB97M-V/def2-TZVPD.

Properties
SMILES: CC1CCN(C(=O)CN(CCc2ccccc2)S(C)(=O)=O)CC1
HOMO: -9.10 eV
orbital gap: 9.802 eV
net charge: 0
energy above the lowest of the compared OMol25 structures with the same formula, charge and spin: 22.7 kcal per mole

Positions of all 49 atoms, in Å:
C: -4.48015 -1.62550 0.33095
C: -3.15739 -2.38754 0.26867
C: -2.43929 -2.19081 -1.07155
C: -1.83002 -0.79483 -1.18988
N: -0.93565 -0.54547 -0.07562
C: 0.39197 -0.52075 -0.28442
O: 0.87153 -0.60358 -1.40434
C: 1.28920 -0.39111 0.94662
N: 2.66735 -0.20519 0.59711
C: 3.25195 1.10440 0.53142
C: 2.68119 2.01089 -0.57224
C: 1.29166 2.50967 -0.28114
C: 0.99603 3.15626 0.91475
C: -0.28944 3.58639 1.19043
C: -1.30179 3.39061 0.26644
C: -1.01281 2.77891 -0.94061
C: 0.27295 2.34431 -1.21110
S: 3.57663 -1.52370 0.18893
C: 3.67757 -1.58406 -1.61390
O: 4.90875 -1.29438 0.67616
O: 2.86863 -2.67749 0.66481
C: -1.61159 -0.60254 1.19886
C: -2.20967 -1.99639 1.40912
H: -4.33616 -0.55435 0.22409
H: -5.14132 -1.95955 -0.46531
H: -4.97451 -1.80879 1.28230
H: -3.39020 -3.45324 0.37522
H: -1.63338 -2.92286 -1.15419
H: -3.13303 -2.35525 -1.89714
H: -2.60938 -0.02738 -1.19009
H: -1.24810 -0.70990 -2.10816
H: 1.22888 -1.33185 1.50356
H: 0.97153 0.44070 1.57993
H: 3.14310 1.59442 1.50704
H: 4.31575 0.93112 0.36104
H: 3.35341 2.86753 -0.67577
H: 2.67367 1.46105 -1.51383
H: 1.77899 3.33360 1.63855
H: -0.50067 4.08140 2.12744
H: -2.30577 3.72609 0.48239
H: -1.79075 2.64179 -1.67781
H: 0.48767 1.86188 -2.15257
H: 2.68138 -1.41715 -2.00148
H: 4.36966 -0.81633 -1.93121
H: 4.04536 -2.56685 -1.87659
H: -2.40484 0.15315 1.19433
H: -0.92888 -0.36684 2.01169
H: -1.39087 -2.71762 1.45450
H: -2.73915 -2.02286 2.36260



Entry 3:
C5H16N2O as an isolated structure, computed with wB97M-V/def2-TZVPD.

Properties
HOMO: -8.93 eV
orbital gap: 8.784 eV
net charge: 0
energy above the lowest of the compared OMol25 structures with the same formula, charge and spin: 116.8 kcal per mole

Positions of all 24 atoms, in Å:
C: -2.00254 -0.76068 -0.21838
C: 3.15109 0.41593 0.00120
C: 3.39905 -0.39106 -1.25527
N: -1.20290 -1.96009 -0.05252
O: -3.35830 -1.04519 0.09684
H: -3.53980 -1.94928 -0.18928
H: -1.92127 -0.46084 -1.27263
H: -1.19811 -2.22402 0.92976
H: -0.24187 -1.75269 -0.31239
H: 3.37636 -0.13058 0.91330
H: 3.66631 1.37865 0.01289
H: 3.08906 0.15773 -2.14601
H: 2.84884 -1.33151 -1.22845
H: 4.46274 -0.62526 -1.35926
C: -1.58101 0.43097 0.64246
C: -2.44456 1.67321 0.49350
N: 0.69186 0.43401 0.37624
H: 0.84536 0.51270 1.39012
H: 2.02428 0.74872 0.01196
H: -0.52670 0.81846 0.11441
H: -1.53493 0.11712 1.68829
H: -3.46741 1.44882 0.80491
H: -2.06739 2.49347 1.10614
H: -2.46816 2.00143 -0.54780



Entry 4:
A 6-piece molecular cluster, C25H52N2O15P2 overall, computed with wB97M-V/def2-TZVPD.

Properties
HOMO: -5.01 eV
orbital gap: 5.359 eV
net charge: 0
energy above the lowest of the compared OMol25 structures with the same formula, charge and spin: 43.3 kcal per mole

Positions of all 96 atoms, in Å:
O: -0.36352 0.32695 -0.41906
H: -1.31422 0.49844 -0.68113
H: -0.13592 -0.59348 -0.76561
H: -0.31110 0.27279 0.57728
C: -2.24122 -2.42892 0.65683
C: -2.03310 -2.97025 -0.77920
C: -3.33736 -2.75721 -1.55929
C: -3.17099 -2.80379 -3.11639
C: -1.95572 -1.99609 -3.50009
C: -0.61701 -2.26792 -2.81740
N: -0.87264 -2.26265 -1.34622
O: 0.31819 -2.40039 -0.60863
C: 0.37892 -1.18444 -3.19027
C: -0.17979 -3.64282 -3.32926
C: -1.79442 -4.51112 -0.65208
H: -1.30179 -2.59051 1.18355
H: -3.05975 -3.02759 1.06773
H: -2.54683 -1.38083 0.70194
H: -3.85486 -1.83166 -1.28418
H: -4.05269 -3.53015 -1.26611
H: -4.04667 -2.32047 -3.54586
H: -3.08926 -3.86024 -3.37595
H: -2.23016 -0.95201 -3.29022
H: -1.97677 -2.13391 -4.58936
H: 1.29721 -1.15776 -2.60202
H: -0.07174 -0.18862 -3.21824
H: 0.81322 -1.33355 -4.18685
H: 0.85271 -3.82880 -3.01209
H: -0.02801 -3.66130 -4.41398
H: -0.88772 -4.38689 -2.98442
H: -2.58528 -5.09102 -1.14226
H: -1.82384 -4.97132 0.34178
H: -0.83557 -4.80448 -1.07463
C: 0.82373 3.67763 0.16626
C: 2.31627 3.40043 0.02702
O: 3.01245 4.56119 0.44586
C: 4.19757 4.45070 0.99708
O: 4.65769 3.42052 1.41683
O: 4.74127 5.67535 1.11960
C: 6.10343 5.62969 1.52030
H: 0.65338 3.93768 1.21480
H: 0.16860 2.84229 -0.06753
H: 0.40282 4.46308 -0.46581
H: 2.43960 3.16787 -1.03292
H: 2.52810 2.46160 0.53146
H: 6.38681 6.65781 1.73509
H: 6.69222 5.09971 0.77138
H: 6.27725 5.10385 2.46458
C: 6.92154 -2.09985 -0.33577
C: 6.86352 -0.77923 -0.76229
C: 5.67117 -0.08665 -0.61558
C: 4.55472 -0.75989 -0.12162
C: 4.64507 -2.04471 0.34773
C: 5.88360 -2.70553 0.34029
N: 3.22759 -0.18867 -0.32090
O: 2.39250 -0.40688 0.51861
O: 3.00540 0.46205 -1.33086
H: 7.78308 -2.74396 -0.48253
H: 7.61304 -0.32297 -1.39296
H: 5.53985 0.89396 -1.05182
H: 3.81139 -2.61144 0.74255
H: 5.91022 -3.72418 0.69546
C: -3.03749 -1.07593 4.36503
O: -1.95047 -0.13204 4.39122
P: -0.62363 -0.42798 3.56752
O: -0.44041 0.11886 2.20147
O: 0.44512 0.21055 4.56101
C: 1.84167 -0.00856 4.32445
O: -0.29635 -2.00718 3.65089
C: -0.32982 -2.63005 4.90735
H: -2.90591 -1.83790 5.12407
H: -3.12672 -1.48388 3.35467
H: -3.98306 -0.54876 4.47799
H: 2.02549 0.23605 3.27344
H: 2.20688 -1.02484 4.47376
H: 2.35050 0.71244 4.95761
H: -1.20679 -3.23224 5.14151
H: -0.15338 -1.96481 5.76219
H: 0.52009 -3.29892 5.08429
C: -5.94314 1.27725 -0.83060
O: -5.08889 2.17352 -0.10233
P: -3.66137 2.44618 -0.80786
O: -2.72582 1.31893 -0.87206
O: -4.10900 3.04806 -2.25862
C: -3.05412 3.12528 -3.21823
O: -3.07156 3.68579 0.02911
C: -3.66912 4.96637 -0.17850
H: -6.68035 1.86731 -1.37331
H: -6.51112 0.67243 -0.12210
H: -5.41165 0.56399 -1.45976
H: -2.73913 4.16850 -3.30980
H: -3.43916 2.80329 -4.18538
H: -2.15203 2.54286 -3.02628
H: -3.69284 5.49616 0.77164
H: -4.58868 5.01348 -0.75651
H: -2.96390 5.56631 -0.77059



Entry 5:
A 3-piece molecular cluster, C11H13F7N5O6 overall, computed with wB97M-V/def2-TZVPD.

Properties
HOMO: -13.27 eV
orbital gap: 7.429 eV
net charge: +1

Positions of all 42 atoms, in Å:
N: 4.70097 -2.08145 0.10643
O: 4.78570 -1.10676 -0.90092
C: 3.43686 -0.85979 -1.29193
O: 3.03746 -1.42461 -2.34769
C: 2.37633 0.01366 -0.49757
C: 0.87040 -0.22005 -0.85856
C: -0.23647 0.56412 -0.12969
C: -1.75860 0.22142 -0.53053
F: -1.93561 0.39516 -1.93967
F: -2.57401 1.23296 0.08918
C: -2.24838 -1.21220 -0.01281
F: -3.46109 -1.49579 -0.72545
F: -1.35770 -2.27940 -0.36794
C: -2.47987 -1.32077 1.56778
F: -2.57550 -2.71042 1.88194
F: -3.68323 -0.66819 1.95879
F: -1.42710 -0.81675 2.35717
N: 0.08580 1.54238 0.90358
C: 1.45723 1.79819 1.27216
C: 2.67484 1.04613 0.61632
N: 4.07060 1.30881 1.05309
H: 3.71422 -2.27490 0.35751
H: 5.13154 -1.63754 0.93788
H: 0.58911 -0.99045 -1.67968
H: -0.67784 2.05276 1.39924
H: 1.69721 2.54218 2.10387
H: 4.24880 0.66199 1.84871
H: 4.69539 1.06903 0.26696
C: -0.88820 -2.35121 -4.62333
N: 0.02622 -1.18018 -4.58317
O: 0.65609 -0.92819 -5.58999
O: 0.07726 -0.55121 -3.53119
H: -0.83032 -2.80771 -5.60954
H: -0.56058 -3.05049 -3.85453
H: -1.89606 -1.98795 -4.42451
C: -3.22676 2.27636 3.52588
N: -2.29990 3.43907 3.55691
O: -1.66249 3.68384 2.53574
O: -2.24093 4.06556 4.59421
H: -3.17737 1.81352 2.54182
H: -2.90394 1.57822 4.29767
H: -4.23004 2.65065 3.72586



Calculated largest force on an atom (eV Å⁻¹), listed in the same order as above: 1.01 0.91 1.16 2.63 5.37